No. 1
A cluster of 6 separate species, C22H61N5O7 in total in a non-equilibrium geometry. Source: OMol25; level of theory: the ωB97M-V functional and the def2-TZVPD basis.

```
95
Properties=species:S:1:pos:R:3:forces:R:3:lowdin_charge:R:1
C 3.35698 6.08402 -5.70293 -0.72 -1.03 -0.20 -0.10
O 3.21671 4.86460 -4.98198 2.11 -0.30 1.50 -0.21
C 1.99017 4.20516 -4.71960 -0.76 1.16 -1.69 -0.21
C 2.12578 2.94022 -3.88323 0.28 1.28 -0.30 -0.45
C 2.92911 1.90440 -4.65263 0.51 0.44 0.83 -0.05
N 0.84146 2.35791 -3.51657 -0.09 0.02 -0.59 0.05
H 4.37273 6.47895 -5.72241 0.35 -0.80 0.45 0.08
H 2.80104 6.92088 -5.28020 -0.72 -0.16 -0.20 0.08
H 3.13253 5.80124 -6.73141 -0.48 0.83 -0.32 0.08
H 1.31648 4.94826 -4.29289 -0.41 -0.12 0.35 0.12
H 1.60379 3.92090 -5.69837 -0.59 -0.13 -0.22 0.12
H 2.61713 3.31610 -2.98579 0.69 -0.42 0.21 0.14
H 3.75343 2.37992 -5.18410 0.02 -0.01 0.03 0.07
H 2.30197 1.36621 -5.36338 -0.02 -0.09 0.23 0.08
H 3.36032 1.27932 -3.87070 0.07 -0.66 -0.44 0.07
H 1.06780 1.62969 -2.85432 -0.34 -0.10 0.23 0.03
H 0.24975 3.01515 -3.02870 0.05 0.14 0.17 0.07
C 1.72789 -5.04854 -0.82036 0.68 0.46 -0.26 -0.12
O 1.09547 -4.67515 -2.01524 -0.83 -0.85 -1.25 -0.21
C -0.22412 -5.21388 -2.23442 0.01 1.61 -0.52 -0.15
C -0.74617 -4.92275 -3.70718 2.15 0.11 0.49 -0.44
C -0.62713 -3.46324 -4.15785 1.55 0.26 0.64 -0.06
N -2.10387 -5.30291 -3.92900 -0.88 0.38 0.44 0.04
H 2.76503 -4.74850 -0.97008 0.11 0.01 0.16 0.09
H 1.74994 -6.12444 -0.64703 -0.38 -0.13 0.11 0.09
H 1.35733 -4.46961 0.02559 -0.31 -0.23 0.24 0.08
H -0.31893 -6.28687 -2.06765 0.40 -0.23 0.12 0.12
H -0.84152 -4.68864 -1.50570 -0.62 -0.10 0.06 0.11
H -0.11441 -5.52712 -4.35812 0.27 -0.01 -0.08 0.13
H -0.99923 -3.28347 -5.16647 -0.20 -0.14 0.17 0.09
H 0.41331 -3.14022 -4.12273 0.33 -0.35 -0.42 0.07
H -1.00088 -2.73277 -3.44035 -0.96 -0.19 0.09 0.06
H -2.53630 -4.42358 -3.68430 -1.22 -0.22 -0.11 0.04
H -2.42784 -5.96947 -3.24281 -0.08 -0.34 0.07 0.07
C 0.38617 4.73565 3.46386 -0.72 1.24 -0.15 -0.12
O 0.44508 3.59980 2.69617 1.47 -1.56 -1.18 -0.17
C -0.57728 2.68730 2.89169 -1.83 -0.58 -0.12 -0.21
C -0.63699 1.56216 1.82695 0.49 1.96 1.18 -0.40
C -1.80671 0.66367 1.96751 -0.85 -0.50 0.15 -0.03
N 0.53589 0.76517 1.99824 1.84 -0.42 -0.30 0.04
H 1.22997 5.38789 3.23870 0.18 -0.31 0.07 0.10
H 0.31297 4.56313 4.53763 0.05 -0.18 0.16 0.09
H -0.49823 5.26504 3.10934 -0.33 0.51 0.48 0.09
H -0.49746 2.22217 3.87423 -0.06 -0.10 0.39 0.12
H -1.55250 3.16729 2.81017 -0.27 0.51 0.30 0.13
H -0.60948 2.11087 0.88553 0.00 -0.32 -0.39 0.15
H -2.74111 1.17082 2.20789 0.01 0.09 -0.06 0.10
H -1.56598 -0.02616 2.77638 -0.33 -0.13 0.19 0.09
H -1.97642 0.08176 1.06159 0.07 0.09 0.06 0.06
H 0.50418 0.16378 2.80906 -0.59 -0.19 0.24 0.06
H 1.26163 1.39712 2.30486 0.68 0.24 -0.39 0.10
C -4.31617 1.39340 -1.24480 0.57 0.12 0.10 -0.11
O -3.48750 0.41315 -0.68462 -0.13 -1.28 0.62 -0.26
C -3.52270 -0.85694 -1.37903 -0.34 0.40 1.07 -0.14
C -3.34368 -2.02582 -0.33030 0.58 0.45 -0.40 -0.42
C -3.57128 -3.37478 -0.95291 -0.06 -0.35 -1.50 -0.07
N -4.28490 -1.86790 0.78185 0.12 0.53 -0.15 0.05
H -4.00891 1.51662 -2.28331 -0.37 0.40 -0.24 0.09
H -4.10854 2.29190 -0.66369 -0.11 0.17 -0.26 0.09
H -5.37594 1.15598 -1.15192 -0.14 -0.15 -0.16 0.09
H -4.50367 -0.98404 -1.83691 -0.25 -0.04 -0.08 0.12
H -2.79665 -0.70432 -2.17757 0.33 -0.99 -0.04 0.12
H -2.35605 -1.95352 0.12520 0.52 -0.04 -0.58 0.11
H -3.44582 -4.29637 -0.38457 0.12 0.47 0.71 0.08
H -2.92211 -3.51803 -1.81672 0.14 0.13 -0.14 0.04
H -4.59159 -3.40098 -1.33554 -0.15 -0.02 0.00 0.08
H -3.68712 -2.05922 1.57314 -0.43 -0.21 0.61 0.07
H -4.39873 -0.86552 0.83056 -0.42 0.42 0.35 0.05
C 0.47602 -1.93032 4.25492 0.45 0.26 0.27 -0.06
O 0.76592 -0.59862 4.68657 -0.45 -0.11 -2.75 -0.24
C 1.18256 -0.52246 5.97801 -0.49 0.94 2.21 -0.22
C 1.35014 1.00335 6.42572 0.38 -2.49 -1.00 -0.43
C 2.42916 1.66219 5.65451 0.35 -0.24 -1.06 -0.08
N 1.68543 1.11155 7.83742 -1.88 -0.22 -0.23 0.04
H 0.18623 -1.91481 3.20426 -0.19 0.10 0.14 0.08
H -0.28443 -2.38400 4.89052 -0.30 0.06 -0.06 0.09
H 1.36198 -2.56111 4.32755 0.25 -0.01 0.05 0.09
H 0.36381 -0.94438 6.56088 0.02 -0.03 0.78 0.12
H 2.03977 -1.17891 6.12760 0.62 0.27 0.27 0.13
H 0.42368 1.44175 6.05480 -0.49 0.23 1.06 0.13
H 2.55399 2.68709 6.00395 0.15 0.06 -0.28 0.08
H 2.14733 1.61419 4.60268 0.42 0.37 -0.24 0.07
H 3.33763 1.08134 5.81386 0.33 0.28 -0.16 0.09
H 1.69059 2.11306 7.96803 0.59 -0.04 0.83 0.07
H 2.58584 0.67673 7.97990 0.21 0.41 0.16 0.07
O 1.31211 1.06385 -0.62655 -0.20 2.01 -0.16 -0.09
C 1.70325 -0.21483 -0.93682 -0.10 -0.63 -0.78 -0.24
C 0.51349 -1.15143 -0.82313 -0.62 -0.07 -1.74 -0.26
O 0.42494 -1.72813 0.41397 0.35 -1.44 1.86 -0.08
H 1.06661 1.01619 0.30030 -0.09 0.22 0.46 0.01
H 2.08358 -0.16457 -1.95707 0.23 -0.35 -0.04 0.11
H 2.48287 -0.49652 -0.22904 0.28 -0.65 -0.22 0.13
H 0.47016 -1.90600 -1.60853 0.33 -0.27 0.09 0.11
H -0.43638 -0.61845 -0.86542 0.05 0.86 -1.11 0.11
H 0.38555 -0.92961 0.94538 0.07 0.00 1.12 0.02
```
Forces are in eV/Å.

* charge: 0
* calculated total energy: -45580.9383 eV
* SMILES: COC[C@H](C)N.COC[C@H](C)N.COC[C@H](C)N.COC[C@H](C)N.COC[C@H](C)N.OCCO
* multiplicity: 1
* Kohn-Sham gap: 9.51 eV
* ΔE to the lowest compared entry with this formula, charge and spin: 346.43 kJ/mol



No. 2
A structure of composition C22H62CaN2O14S in a non-equilibrium geometry. Source: OMol25; level of theory: the ωB97M-V functional and the def2-TZVPD basis.

```
102
Properties=species:S:1:pos:R:3:forces:R:3:lowdin_charge:R:1
Ca 1.35204 1.03435 -0.07662 0.54 0.92 1.00 1.48
S -0.05563 -1.32245 -0.72181 -1.52 2.43 -0.93 0.34
O -1.25063 -1.70840 -1.50631 0.33 -0.38 0.81 -0.31
O 0.55587 -2.40185 -0.04048 0.62 -2.55 -0.41 -0.27
O 0.89825 -0.56014 -1.53965 -0.02 -0.60 -1.38 -0.41
O -0.42020 -0.32599 0.28546 -1.28 0.69 1.39 -0.42
C -2.06913 -0.00100 -4.11510 -1.14 0.25 -0.55 -0.15
O -2.13798 -1.39295 -3.91707 0.30 -0.18 -0.38 -0.13
H -3.03936 0.41871 -3.84944 -0.17 0.34 0.07 0.08
H -1.32528 0.57380 -3.56338 0.44 -0.48 0.18 0.06
H -1.95331 0.17858 -5.18394 0.23 0.04 0.02 0.08
H -1.84773 -1.57659 -3.02062 0.24 0.14 0.05 -0.02
C -1.18758 -2.82478 2.56458 0.86 0.08 -0.68 -0.12
O 0.11340 -3.38807 2.22990 -1.68 -0.18 1.82 -0.13
H -1.18233 -1.74744 2.39902 0.01 0.13 0.10 0.05
H -1.98332 -3.21663 1.93106 -0.12 -0.27 -0.30 0.05
H -1.53363 -3.00435 3.58247 0.69 -0.27 0.09 0.09
H 0.34294 -3.03496 1.36722 -0.11 0.15 0.02 -0.03
C 2.88270 -4.54562 0.60372 -0.85 -1.22 -1.09 -0.15
O 2.92607 -3.17723 0.45166 1.36 1.84 0.66 -0.15
H 2.97437 -4.93704 -0.40944 0.26 -0.81 -0.01 0.08
H 3.64757 -4.99048 1.24024 -0.07 0.44 0.12 0.09
H 1.86884 -4.78033 0.92793 0.13 -0.67 0.52 0.07
H 2.05683 -2.93056 0.12735 -0.03 0.24 -0.12 -0.01
C 1.49428 -3.11123 -3.51402 0.48 0.61 0.14 -0.14
O 2.21363 -1.91793 -3.23766 0.92 -0.49 -1.11 -0.14
H 0.44975 -2.86493 -3.70480 -0.27 -0.31 0.17 0.07
H 1.88602 -3.59256 -4.41010 0.13 0.18 -0.01 0.08
H 1.66289 -3.79136 -2.67910 -0.49 -0.37 0.09 0.07
H 1.70869 -1.37064 -2.63177 -0.22 -0.02 0.09 -0.03
C 3.50882 3.74658 -0.87301 -0.42 1.11 -0.03 -0.08
O 3.32280 2.36206 -0.74870 0.17 0.09 -0.20 -0.27
C 4.52509 1.68143 -0.98351 0.91 -1.90 0.24 -0.20
C 4.22758 0.17416 -1.01525 -0.04 0.03 -0.33 -0.14
N 3.30245 -0.25361 0.06365 0.11 0.33 -1.80 -0.16
C 3.82988 -0.07281 1.38119 0.13 -0.52 0.83 -0.18
C 2.73710 -0.26843 2.44897 2.25 -0.03 0.77 -0.19
O 1.86799 0.83958 2.37589 -1.17 0.31 -0.29 -0.27
C 0.73882 0.77356 3.29200 0.35 -0.17 -0.07 -0.03
H 2.54396 4.23481 -0.73598 0.11 -0.09 0.22 0.07
H 3.85767 4.06800 -1.85438 0.12 -0.41 -0.30 0.10
H 4.22773 4.14129 -0.15505 -0.01 -0.14 0.27 0.11
H 5.26586 1.89260 -0.21229 -0.03 0.34 0.22 0.13
H 4.98972 1.92070 -1.94005 -0.18 0.38 -0.16 0.14
H 5.11770 -0.45386 -1.05243 0.63 0.35 0.62 0.14
H 3.86598 -0.06768 -2.01468 -1.02 -0.02 0.14 0.11
H 3.22971 -1.25611 -0.03527 -0.37 -0.40 -0.23 0.08
H 4.25961 0.92014 1.51344 -0.01 0.03 -0.01 0.13
H 4.61592 -0.82626 1.43173 0.30 0.09 1.05 0.14
H 3.27977 -0.22666 3.39336 0.09 0.26 0.40 0.13
H 2.34579 -1.28438 2.50225 -0.92 0.09 -0.80 0.13
H 1.11084 0.48200 4.27419 -0.11 -0.51 -0.06 0.11
H -0.00703 0.10956 2.85506 0.07 -0.29 0.42 0.07
H 0.25014 1.73108 3.47214 0.45 0.30 -0.59 0.07
C 1.24896 2.35620 -3.16112 0.30 -0.09 -0.24 -0.04
O 0.79661 2.39952 -1.79177 0.58 0.46 -2.10 -0.34
C -0.01207 3.50676 -1.52695 -1.53 -0.25 1.56 -0.20
C -0.83053 3.09927 -0.28978 -0.61 1.04 -0.18 -0.18
N -0.03847 2.76705 0.90798 0.36 0.77 -1.31 -0.12
C 0.57793 3.98033 1.49089 -1.54 0.39 1.12 -0.13
C -0.49249 4.67330 2.40523 1.08 1.00 -0.50 -0.24
O -0.68853 3.89178 3.51198 -1.28 -0.83 1.56 -0.21
C -1.70337 4.40112 4.42898 0.67 -0.88 -0.46 -0.04
H 1.85138 1.46170 -3.31942 -0.33 -0.14 0.18 0.10
H 1.87365 3.19390 -3.47114 0.16 0.37 0.63 0.10
H 0.41569 2.39551 -3.86269 -0.29 -0.39 0.22 0.10
H -0.72825 3.70622 -2.32406 0.09 -0.06 -0.26 0.14
H 0.52498 4.43091 -1.31330 0.41 -0.02 -0.26 0.11
H -1.53059 2.30011 -0.53340 0.41 -0.39 -0.05 0.12
H -1.50347 3.92215 -0.04872 -0.10 0.40 -0.08 0.12
H -0.73950 2.43495 1.55480 -0.06 -0.38 0.50 0.07
H 0.93397 4.72911 0.78330 -0.18 -0.34 -0.41 0.11
H 1.44684 3.67591 2.07436 -0.10 0.10 0.29 0.12
H -1.45788 4.89248 1.94909 -0.12 -0.36 -0.81 0.12
H -0.16998 5.66540 2.72122 0.56 0.33 -0.04 0.12
H -1.98179 3.54656 5.04567 0.44 0.25 0.39 0.09
H -2.65562 4.68310 3.97976 0.20 0.24 -0.72 0.09
H -1.28371 5.24882 4.97064 -0.13 -0.11 0.23 0.09
C -3.95299 -5.38351 -1.01868 -0.48 -0.43 0.44 -0.02
C -2.77424 -4.44651 -0.84653 -2.25 -0.69 -1.17 -0.36
C -1.76589 -4.52893 -1.99201 2.55 -0.25 -0.83 0.02
O -3.24824 -3.13491 -0.95715 -1.68 -2.24 0.59 0.26
H -4.60681 -5.31460 -0.14927 -0.15 0.11 -0.05 0.10
H -3.69873 -6.44004 -1.10343 0.59 0.13 0.22 0.10
H -4.53684 -5.19924 -1.92049 0.12 0.50 0.02 0.10
H -2.22872 -4.65039 0.07484 0.36 0.45 0.40 0.18
H -0.78595 -4.20786 -1.63883 -0.11 0.34 0.02 0.08
H -1.96587 -3.97423 -2.90874 -0.53 -0.03 0.22 0.11
H -1.58477 -5.57374 -2.24435 -0.64 -0.24 0.09 0.12
H -2.48260 -2.56155 -1.03871 2.46 2.27 -0.06 0.04
C -4.18992 -0.39092 1.45109 -1.07 0.39 -0.68 -0.04
C -3.48613 0.86519 0.96822 -1.35 0.03 -0.23 -0.52
C -4.35860 2.10227 1.18264 0.42 -0.19 0.30 -0.03
O -2.26974 0.99005 1.62969 0.45 0.82 0.48 -0.07
H -4.43895 -0.28338 2.50679 0.35 -0.35 0.10 0.09
H -3.69348 -1.32440 1.18595 0.40 0.07 0.40 0.06
H -5.14494 -0.43627 0.92766 -0.25 -0.10 -0.03 0.08
H -3.33224 0.80891 -0.10939 0.24 -0.26 -0.36 0.13
H -4.57142 2.19101 2.24798 -0.18 0.13 0.04 0.09
H -5.28661 2.04606 0.61367 0.00 -0.10 0.11 0.09
H -3.82870 3.00045 0.86548 0.07 0.04 0.00 0.07
H -1.68333 0.42669 1.11944 0.71 -0.41 0.07 0.01
```
Forces are in eV/Å.

* charge: +1
* calculated total energy: -84731.0517 eV
* multiplicity: 2
* Kohn-Sham gap (spin up / spin down): 9.93 / 3.88 eV
* ΔE to the lowest compared entry with this formula, charge and spin: 0.00 kJ/mol